1.
DFT (ωB97M-V/def2-TZVPD) results for a molecular structure, C17H19F2MnN2O2P at a distorted geometry.

* energy: -2611.21539 Ha
* molar mass: 407.26 u
* net charge: 0
* HOMO-LUMO gap (spin up / spin down): 8.0 / 7.5 eV
* spin multiplicity: 2
* energy above the lowest of the compared OMol25 structures with the same formula, charge and spin: 25.9 kcal/mol

Positions of all 44 atoms, in Å:
Mn1 1.65 -1.03 0.61
C1 0.98 -0.09 4.60
C2 1.19 -0.35 3.13
O1 0.84 0.52 2.28
O2 1.70 -1.44 2.76
H1 0.33 0.76 4.75
H2 1.95 0.10 5.06
H3 0.56 -0.98 5.07
C3 1.81 2.61 0.35
P1 1.52 1.07 -0.59
C4 2.54 1.40 -2.08
C5 -0.18 1.31 -1.22
C6 -0.52 1.09 -2.55
C7 -1.82 1.28 -2.98
C8 -2.81 1.67 -2.08
C9 -2.48 1.86 -0.75
C10 -1.18 1.68 -0.32
H4 1.27 2.56 1.30
H5 1.49 3.48 -0.23
H6 2.87 2.67 0.56
H7 2.18 2.30 -2.59
H8 2.51 0.55 -2.76
H9 3.57 1.55 -1.76
H10 0.24 0.81 -3.27
H11 -2.07 1.12 -4.02
H12 -3.82 1.82 -2.42
H13 -3.25 2.16 -0.04
H14 -0.92 1.82 0.73
F1 4.04 -1.34 0.70
C11 3.28 -1.87 -0.38
F2 2.79 -3.10 0.14
H15 3.97 -2.12 -1.18
N1 -4.31 -1.14 2.45
C12 -3.52 -1.44 1.66
C13 -2.55 -1.78 0.67
C14 -2.94 -2.15 -0.61
C15 -1.95 -2.43 -1.54
C16 -0.62 -2.30 -1.16
N2 -0.25 -1.96 0.07
C17 -1.20 -1.72 0.98
H16 -3.99 -2.22 -0.87
H17 -2.20 -2.72 -2.55
H18 0.18 -2.49 -1.87
H19 -0.87 -1.49 1.98


2.
DFT (ωB97M-V/def2-TZVPD) results for a molecular structure, C17H19F4N3PdSe.

* energy: -3751.51644 Ha
* molar mass: 526.73 u
* net charge: +2
* HOMO-LUMO gap (spin up / spin down): 9.3 / 5.7 eV
* spin multiplicity: 5
* energy above the lowest of the compared OMol25 structures with the same formula, charge and spin: 1.0 kcal/mol

Positions of all 45 atoms, in Å:
Pd1 0.13 -1.06 -0.31
C1 1.91 -2.96 -2.13
C2 2.08 -1.49 -2.47
N1 2.00 -0.62 -1.27
C3 3.08 -0.89 -0.27
C4 4.49 -0.68 -0.80
C5 1.83 0.81 -1.61
C6 1.42 1.66 -0.42
N2 0.39 0.96 0.36
C7 -0.20 1.47 1.43
C8 -1.09 0.65 2.19
F1 -1.27 -0.63 1.83
C9 -1.73 1.12 3.30
F2 -2.54 0.31 3.97
C10 -1.54 2.43 3.74
C11 -0.69 3.26 3.03
F3 -0.49 4.50 3.42
C12 -0.03 2.81 1.91
F4 0.77 3.64 1.26
H1 1.60 -3.51 -3.02
H2 1.13 -3.13 -1.37
H3 2.82 -3.41 -1.76
H4 1.32 -1.14 -3.16
H5 3.05 -1.33 -2.96
H6 2.96 -1.92 0.07
H7 2.90 -0.24 0.59
H8 4.78 -1.44 -1.52
H9 5.19 -0.75 0.04
H10 4.63 0.30 -1.25
H11 1.07 0.86 -2.39
H12 2.75 1.22 -2.04
H13 1.05 2.61 -0.80
H14 2.27 1.88 0.23
H15 -2.04 2.79 4.63
Se1 -1.64 -1.58 -1.83
C13 -3.12 -1.04 -0.80
C14 -3.26 0.29 -0.41
C15 -4.40 0.61 0.31
N3 -5.32 -0.28 0.68
C16 -5.15 -1.55 0.30
C17 -4.08 -1.99 -0.46
H16 -2.54 1.05 -0.69
H17 -4.58 1.64 0.61
H18 -5.92 -2.25 0.61
H19 -4.00 -3.03 -0.76


3.
DFT (ωB97M-V/def2-TZVPD) results for a single C17H19FN2O3S2 molecule at a distorted geometry.

* energy: -1890.67362 Ha
* molar mass: 382.48 u
* net charge: 0
* HOMO-LUMO gap: 9.5 eV
* energy above the lowest of the compared OMol25 structures with the same formula, charge and spin: 5.1 kcal/mol
* SMILES string: O=C(NCc1cccs1)C1CCN(S(=O)(=O)c2ccccc2F)CC1

Positions of all 44 atoms, in Å:
O1 -2.89 -2.69 0.28
C1 -2.25 -1.69 0.54
N1 -2.80 -0.59 1.09
C2 -4.24 -0.45 1.27
C3 -4.84 0.39 0.20
C4 -5.15 0.02 -1.07
C5 -5.64 1.09 -1.85
C6 -5.69 2.26 -1.17
S1 -5.13 2.08 0.45
C7 -0.76 -1.55 0.26
C8 -0.60 -0.90 -1.13
C9 0.85 -1.09 -1.62
N2 1.75 -1.38 -0.52
S2 2.08 -0.06 0.45
O2 1.20 1.03 0.14
O3 2.20 -0.48 1.82
C10 3.73 0.39 -0.12
C11 4.42 -0.35 -1.06
C12 5.69 0.04 -1.46
C13 6.27 1.17 -0.92
C14 5.59 1.93 0.02
C15 4.32 1.53 0.41
F1 3.65 2.25 1.32
C16 1.47 -2.64 0.15
C17 -0.04 -2.89 0.27
H1 -2.24 0.24 1.20
H2 -4.65 -1.46 1.23
H3 -4.43 -0.02 2.26
H4 -5.04 -0.98 -1.43
H5 -5.95 0.99 -2.88
H6 -6.02 3.22 -1.51
H7 -0.31 -0.90 1.02
H8 -1.29 -1.38 -1.83
H9 -0.83 0.16 -1.07
H10 1.21 -0.18 -2.10
H11 0.92 -1.92 -2.32
H12 3.95 -1.24 -1.46
H13 6.22 -0.55 -2.18
H14 7.25 1.48 -1.23
H15 6.02 2.82 0.46
H16 1.92 -2.56 1.14
H17 1.96 -3.44 -0.40
H18 -0.26 -3.44 1.19
H19 -0.41 -3.49 -0.57


4.
DFT (ωB97M-V/def2-TZVPD) results for a single C17H19N3O molecule at a distorted geometry.

* energy: -898.67144 Ha
* molar mass: 281.36 u
* net charge: 0
* HOMO-LUMO gap: 8.6 eV
* energy above the lowest of the compared OMol25 structures with the same formula, charge and spin: 37.1 kcal/mol
* SMILES string: CC(C)(C)c1ccc([C@@H]2NC(=O)c3cccnc3N2)cc1

Positions of all 40 atoms, in Å:
C1 0.61 4.23 1.29
C2 -0.70 3.52 0.89
C3 -1.36 4.06 -0.35
C4 -1.61 3.79 2.15
C5 -0.36 1.95 0.78
C6 -1.03 1.04 1.75
C7 -0.79 -0.32 1.64
C8 0.15 -0.77 0.73
C9 0.48 -2.25 0.88
N1 1.85 -2.58 0.59
C10 2.21 -2.94 -0.60
O1 3.42 -2.81 -0.85
C11 1.25 -3.55 -1.52
C12 1.59 -4.10 -2.77
C13 0.47 -4.62 -3.44
C14 -0.84 -4.47 -3.02
N2 -1.13 -3.82 -1.86
C15 -0.04 -3.48 -1.11
N3 -0.51 -2.90 0.08
C16 0.89 0.09 -0.08
C17 0.60 1.47 -0.07
H1 0.99 3.62 2.15
H2 1.29 4.27 0.44
H3 0.33 5.25 1.67
H4 -2.41 3.72 -0.33
H5 -1.47 5.10 -0.53
H6 -0.86 3.61 -1.20
H7 -2.71 3.68 1.96
H8 -1.28 3.30 3.05
H9 -1.62 4.90 2.35
H10 -1.89 1.37 2.33
H11 -1.24 -1.00 2.41
H12 0.25 -2.48 1.99
H13 2.49 -2.13 1.19
H14 2.60 -3.90 -3.19
H15 0.69 -5.09 -4.33
H16 -1.62 -4.78 -3.67
H17 -1.49 -2.71 0.16
H18 1.72 -0.30 -0.73
H19 1.08 2.05 -0.79


5.
DFT (ωB97M-V/def2-TZVPD) results for 2 unconnected molecules or ions with the total composition C17H19N3O6 at a distorted geometry.

* energy: -1274.96777 Ha
* molar mass: 361.35 u
* net charge: 0
* HOMO-LUMO gap: 7.5 eV
* energy above the lowest of the compared OMol25 structures with the same formula, charge and spin: 0.0 kcal/mol
* SMILES string: CNC(=O)[C@H](CC(N)=O)NC(C)=O.O=C1C=CC(=O)c2c(O)cccc21

Positions of all 45 atoms, in Å:
C1 2.38 0.12 -5.14
N1 2.69 0.57 -3.79
C2 2.65 -0.14 -2.66
O1 2.97 0.39 -1.60
C3 2.25 -1.64 -2.71
C4 1.95 -2.25 -1.33
C5 0.66 -1.70 -0.75
N2 0.71 -0.98 0.35
O2 -0.41 -1.88 -1.30
N3 3.20 -2.50 -3.43
C6 4.53 -2.58 -3.36
C7 5.33 -1.69 -2.44
O3 5.12 -3.38 -4.07
H1 2.45 0.96 -5.84
H2 3.09 -0.65 -5.46
H3 1.36 -0.28 -5.19
H4 2.98 1.53 -3.67
H5 1.32 -1.67 -3.27
H6 1.81 -3.33 -1.43
H7 2.77 -2.08 -0.64
H8 -0.17 -0.62 0.68
H9 1.60 -0.71 0.72
H10 2.80 -3.16 -4.08
H11 6.36 -2.06 -2.39
H12 5.35 -0.67 -2.83
H13 4.91 -1.70 -1.44
O4 -2.75 -1.29 3.69
C8 -2.65 -0.07 3.62
C9 -1.32 0.52 3.57
C10 -1.15 1.89 3.48
C11 -2.30 2.79 3.43
O5 -2.09 3.99 3.34
C12 -3.67 2.23 3.49
C13 -4.81 3.06 3.46
O6 -4.72 4.42 3.38
C14 -6.09 2.50 3.52
C15 -6.26 1.11 3.60
C16 -5.14 0.28 3.64
C17 -3.84 0.82 3.59
H14 -0.46 -0.15 3.61
H15 -0.16 2.33 3.44
H16 -3.77 4.66 3.34
H17 -6.95 3.15 3.50
H18 -7.26 0.69 3.64
H19 -5.28 -0.79 3.71


6.
DFT (ωB97M-V/def2-TZVPD) results for 3 unconnected molecules or ions with the total composition C17H19N4O5P at a distorted geometry.

* energy: -1595.18617 Ha
* molar mass: 390.34 u
* net charge: 0
* HOMO-LUMO gap: 6.2 eV
* SMILES string: CP(O)c1cccc2c1C(=O)c1ccccc1C2=O.NC(N)=O.NC(N)=O

Positions of all 46 atoms, in Å:
C1 0.61 0.69 5.21
P1 -0.68 0.16 3.89
O1 -0.40 -1.57 3.58
C2 -0.45 1.09 2.24
C3 -1.70 2.09 1.75
C4 -1.65 2.93 0.31
C5 -0.35 2.79 -0.73
C6 0.90 1.81 -0.23
C7 0.83 0.98 1.22
C8 2.11 0.03 1.59
O2 2.48 -0.37 2.81
C9 3.09 -0.47 0.34
C10 4.03 -1.82 0.66
C11 5.08 -2.41 -0.46
C12 5.16 -1.58 -1.90
C13 4.22 -0.25 -2.24
C14 3.18 0.32 -1.10
C15 2.21 1.66 -1.26
O3 2.50 2.55 -2.22
H1 1.22 1.64 4.84
H2 1.40 -0.20 5.26
H3 0.18 0.80 6.29
H4 -0.48 -1.65 2.58
H5 -2.65 2.22 2.44
H6 -2.56 3.63 -0.02
H7 -0.31 3.38 -1.76
H8 3.91 -2.33 1.73
H9 5.75 -3.33 -0.19
H10 5.95 -2.01 -2.68
H11 4.31 0.33 -3.25
N1 -1.90 1.00 -3.76
C16 -3.19 0.76 -3.48
N2 -3.68 1.45 -2.43
O4 -3.87 -0.01 -4.14
H12 -1.32 1.64 -3.23
H13 -1.49 0.51 -4.54
H14 -4.65 1.30 -2.19
H15 -3.13 2.09 -1.88
N3 -2.70 -3.42 -0.93
C17 -2.65 -2.35 -0.12
N4 -3.81 -1.66 -0.04
O5 -1.65 -2.02 0.49
H16 -3.52 -3.70 -1.44
H17 -1.86 -3.97 -1.02
H18 -3.82 -0.84 0.56
H19 -4.65 -1.91 -0.53


7.
DFT (ωB97M-V/def2-TZVPD) results for a single C17H19N5O5 molecule at a distorted geometry.

* energy: -1309.05349 Ha
* molar mass: 373.37 u
* net charge: 0
* HOMO-LUMO gap: 9.8 eV
* energy above the lowest of the compared OMol25 structures with the same formula, charge and spin: 119.4 kcal/mol
* SMILES string: Cc1nonc1OCC(C)(COc1nonc1C)NC(=O)c1ccccc1

Positions of all 46 atoms, in Å:
C1 -3.36 -1.98 2.34
C2 -3.48 -1.44 0.98
N1 -4.38 -0.60 0.57
O1 -4.12 -0.31 -0.72
N2 -3.02 -0.97 -1.15
C3 -2.60 -1.68 -0.14
O2 -1.56 -2.51 -0.12
C4 -0.67 -2.41 -1.22
C5 0.47 -1.39 -0.96
C6 1.39 -1.40 -2.19
C7 1.25 -1.83 0.31
O3 2.64 -1.56 0.29
C8 3.06 -0.31 0.35
N3 2.36 0.78 0.23
O4 3.23 1.81 0.34
N4 4.48 1.36 0.52
C9 4.44 0.07 0.54
C10 5.61 -0.82 0.72
N5 -0.08 -0.06 -0.81
C11 -0.64 0.50 0.29
O5 -0.83 -0.09 1.34
C12 -1.07 1.91 0.09
C13 -0.30 2.82 -0.63
C14 -0.73 4.12 -0.78
C15 -1.94 4.53 -0.22
C16 -2.70 3.63 0.51
C17 -2.26 2.33 0.67
H1 -3.29 -3.07 2.31
H2 -4.21 -1.67 2.94
H3 -2.44 -1.60 2.78
H4 -0.25 -3.41 -1.36
H5 -1.22 -2.11 -2.11
H6 1.91 -2.35 -2.26
H7 2.12 -0.61 -2.12
H8 0.80 -1.25 -3.09
H9 0.79 -1.36 1.18
H10 1.19 -2.91 0.42
H11 6.50 -0.23 0.86
H12 5.73 -1.46 -0.16
H13 5.45 -1.47 1.58
H14 -0.03 0.53 -1.63
H15 0.66 2.52 -1.03
H16 -0.13 4.83 -1.32
H17 -2.28 5.55 -0.35
H18 -3.63 3.94 0.95
H19 -2.84 1.62 1.25


8.
DFT (ωB97M-V/def2-TZVPD) results for 2 unconnected molecules or ions with the total composition C17H19NO at a distorted geometry.

* energy: -789.13039 Ha
* molar mass: 253.35 u
* net charge: -1
* HOMO-LUMO gap (spin up / spin down): 2.2 / 5.9 eV
* spin multiplicity: 2
* energy above the lowest of the compared OMol25 structures with the same formula, charge and spin: 16.6 kcal/mol

Positions of all 38 atoms, in Å:
C1 1.99 0.01 -1.46
C2 2.25 0.03 -2.99
C3 1.22 1.29 -1.12
C4 1.88 2.47 -0.72
C5 -0.12 1.23 -0.81
C6 1.17 3.49 -0.09
C7 -0.88 2.23 -0.23
C8 -0.19 3.38 0.17
O1 -0.91 4.27 0.89
H1 1.32 -0.80 -1.18
H2 2.94 -0.03 -0.93
H3 1.27 0.07 -3.45
H4 2.95 2.48 -0.92
H5 -0.71 0.33 -1.03
H6 1.69 4.43 0.02
H7 -1.96 2.20 -0.17
H8 -0.57 5.13 1.11
H9 2.86 -0.89 -3.13
H10 2.97 0.77 -3.33
C9 1.64 -2.25 1.31
C10 -0.90 -1.87 0.96
C11 0.35 -1.51 1.55
C12 -1.87 -0.95 1.44
C13 0.18 -0.35 2.25
C14 -1.26 -2.85 0.01
C15 -3.18 -1.04 1.06
C16 -2.60 -2.94 -0.39
C17 -3.54 -2.00 0.07
N1 -1.21 -0.04 2.32
H11 -0.57 -3.64 -0.25
H12 2.35 -1.72 0.67
H13 1.43 -3.19 0.78
H14 0.89 0.17 2.85
H15 -1.50 0.93 2.26
H16 -3.96 -0.44 1.51
H17 -2.86 -3.77 -1.03
H18 -4.57 -2.02 -0.26
H19 2.01 -2.65 2.25


9.
DFT (ωB97M-V/def2-TZVPD) results for a single C17H19NO3 molecule.

* energy: -939.67948 Ha
* molar mass: 285.34 u
* net charge: 0
* HOMO-LUMO gap: 8.7 eV
* energy above the lowest of the compared OMol25 structures with the same formula, charge and spin: 21.6 kcal/mol
* SMILES string: COc1cc2c(cc1O)[C@H](Cc1ccc(O)cc1)NCC2

Positions of all 40 atoms, in Å:
C1 -6.04 -0.13 -0.38
O1 -5.10 0.91 -0.20
C2 -3.77 0.56 -0.07
C3 -3.27 -0.72 -0.08
C4 -1.90 -0.95 0.05
C5 -1.02 0.12 0.18
C6 -1.54 1.41 0.23
C7 -2.90 1.64 0.10
O2 -3.37 2.92 0.15
C8 0.47 -0.08 0.32
C9 1.23 0.68 -0.79
C10 2.71 0.67 -0.53
C11 3.28 1.58 0.35
C12 4.63 1.55 0.63
C13 5.44 0.59 0.04
O3 6.78 0.52 0.28
C14 4.88 -0.33 -0.84
C15 3.53 -0.29 -1.11
N1 0.84 -1.48 0.21
C16 -0.07 -2.39 0.87
C17 -1.38 -2.36 0.08
H1 -6.06 -0.80 0.48
H2 -7.01 0.36 -0.47
H3 -5.83 -0.70 -1.29
H4 -3.92 -1.57 -0.19
H5 -0.90 2.26 0.38
H6 -4.33 2.87 0.04
H7 0.77 0.35 1.30
H8 0.87 1.71 -0.83
H9 1.01 0.20 -1.74
H10 2.66 2.33 0.82
H11 5.06 2.27 1.31
H12 7.04 1.22 0.90
H13 5.52 -1.07 -1.30
H14 3.10 -1.01 -1.79
H15 1.79 -1.60 0.53
H16 0.36 -3.39 0.85
H17 -0.27 -2.11 1.92
H18 -1.17 -2.70 -0.94
H19 -2.11 -3.03 0.52


10.
DFT (ωB97M-V/def2-TZVPD) results for a single C17H19NO3S molecule at a distorted geometry.

* energy: -1337.75071 Ha
* molar mass: 317.41 u
* net charge: 0
* HOMO-LUMO gap: 8.7 eV
* energy above the lowest of the compared OMol25 structures with the same formula, charge and spin: 100.7 kcal/mol
* SMILES string: CS/C(C)=N\OCCOc1ccc(Oc2ccccc2)cc1

Positions of all 41 atoms, in Å:
C1 -1.48 -0.22 -1.43
S1 -2.46 -0.41 0.10
C2 -3.62 0.93 -0.15
C3 -5.04 0.61 -0.36
N1 -3.26 2.20 -0.13
O1 -1.89 2.45 0.13
C4 -1.52 3.83 0.01
C5 -0.13 4.08 0.54
O2 0.92 3.60 -0.29
C6 1.24 2.29 -0.35
C7 1.18 1.38 0.74
C8 1.58 0.04 0.64
C9 2.11 -0.41 -0.57
O3 2.55 -1.66 -0.84
C10 2.34 -2.69 0.05
C11 1.08 -2.95 0.51
C12 0.80 -3.96 1.46
C13 1.90 -4.79 1.83
C14 3.17 -4.60 1.30
C15 3.40 -3.53 0.40
C16 2.18 0.49 -1.63
C17 1.80 1.82 -1.53
H1 -0.88 0.70 -1.35
H2 -2.14 -0.08 -2.29
H3 -0.85 -1.07 -1.64
H4 -5.29 0.75 -1.40
H5 -5.23 -0.47 -0.08
H6 -5.69 1.27 0.24
H7 -1.60 4.16 -1.04
H8 -2.26 4.37 0.60
H9 0.02 3.67 1.53
H10 0.00 5.16 0.57
H11 0.86 1.78 1.70
H12 1.51 -0.63 1.50
H13 0.23 -2.35 0.18
H14 -0.18 -4.19 1.87
H15 1.80 -5.60 2.58
H16 4.01 -5.22 1.55
H17 4.43 -3.43 0.08
H18 2.59 0.19 -2.61
H19 1.82 2.46 -2.42


11.
DFT (ωB97M-V/def2-TZVPD) results for a single C17H19NO5S2 molecule.

* energy: -1886.53965 Ha
* molar mass: 381.47 u
* net charge: 0
* HOMO-LUMO gap: 9.0 eV
* energy above the lowest of the compared OMol25 structures with the same formula, charge and spin: 0.0 kcal/mol
* SMILES string: COc1ccc(S(=O)(=O)N[C@@H](CSCc2ccccc2)C(=O)O)cc1

Positions of all 44 atoms, in Å:
C1 1.52 5.16 -2.35
O1 2.40 4.42 -1.54
C2 1.93 3.80 -0.43
C3 0.61 3.87 0.01
C4 0.24 3.19 1.16
C5 1.18 2.45 1.85
S1 0.69 1.46 3.24
O2 1.68 1.43 4.26
O3 -0.68 1.79 3.60
N1 0.68 -0.05 2.52
C6 -0.42 -0.32 1.61
C7 0.08 -1.04 0.36
S2 -0.76 -0.43 -1.14
C8 -2.13 -1.65 -1.29
C9 -1.61 -2.99 -1.67
C10 -1.57 -4.02 -0.73
C11 -1.06 -5.26 -1.09
C12 -0.58 -5.48 -2.37
C13 -0.61 -4.46 -3.30
C14 -1.12 -3.22 -2.95
C15 -1.55 -1.08 2.34
O4 -1.94 -2.16 1.99
O5 -2.05 -0.46 3.39
C16 2.49 2.38 1.43
C17 2.87 3.06 0.29
H1 0.71 4.53 -2.73
H2 2.11 5.53 -3.17
H3 1.09 6.00 -1.80
H4 -0.13 4.44 -0.52
H5 -0.77 3.24 1.53
H6 0.97 -0.81 3.12
H7 -0.81 0.66 1.33
H8 1.14 -0.83 0.22
H9 -0.09 -2.11 0.42
H10 -2.65 -1.67 -0.33
H11 -2.77 -1.23 -2.06
H12 -1.94 -3.85 0.26
H13 -1.04 -6.06 -0.36
H14 -0.19 -6.45 -2.64
H15 -0.24 -4.62 -4.30
H16 -1.14 -2.41 -3.67
H17 -1.65 0.43 3.57
H18 3.19 1.80 2.00
H19 3.89 3.03 -0.07


Q: The highest molar mass belongs to which entry?
A: C17H19F4N3PdSe